[1]
18
Properties=species:S:1:pos:R:3:forces:R:3:mulliken_charge:R:1 method="wB97M-V/def2-TZVPD" de_lowest_kcal_mol=0.00 total_charge=-2 homo_lumo_gap_ha=0.2298 molar_mass_da=230.07
P 0.52219 -0.42355 -1.70755 -0.6 -2.4 2.3 -0.132
O -1.64483 -2.21897 0.15103 0.4 1.0 0.4 -0.723
O 4.10347 1.36392 0.34573 0.4 -0.7 0.6 -0.404
O 1.62351 -1.05805 -0.55999 0.3 0.9 -1.0 -0.418
O -1.90575 1.28609 0.65064 -1.4 0.8 1.7 -0.215
O 5.90598 -0.02901 0.82774 -0.6 0.8 -0.1 -0.773
O -0.31461 2.17300 -0.64916 0.2 1.5 -0.1 -0.662
N -0.76019 -0.06872 -0.59413 0.1 -0.4 -0.2 0.100
N 3.87388 -0.87108 0.10442 0.5 -0.5 0.0 -0.759
C 4.71800 0.10574 0.47364 0.6 -0.6 -0.3 0.373
C -0.95088 1.25120 -0.20245 1.1 -2.1 -1.5 0.685
C 2.71554 -0.27915 -0.20509 -0.9 2.0 0.4 0.581
C -2.41943 -0.03386 0.91523 -0.1 -0.5 1.8 -0.840
C -1.62261 -0.98583 0.27451 0.1 0.4 -1.9 0.759
C 2.78574 1.09488 -0.01274 1.5 -3.5 -0.7 -0.328
H -0.08832 -1.78516 -1.84208 0.6 1.1 -0.3 0.024
H 2.12841 1.86286 0.02324 -1.9 2.0 -0.1 0.631
H -2.54436 -0.16004 2.01056 -0.3 0.1 -0.8 0.102


[2]
61
Properties=species:S:1:pos:R:3:forces:R:3:mulliken_charge:R:1 method="wB97M-V/def2-TZVPD" de_lowest_kcal_mol=30.83 total_charge=0 spin_multiplicity=2 homo_lumo_gap_ha="0.2943 / 0.2901" molar_mass_da=536.54 s2=0.779
Cr 0.13365 -0.17593 0.77668 -1.9 0.7 2.1 -0.347
S -2.56418 1.41386 -2.02865 -0.4 -0.5 0.2 -0.480
P 0.17150 -0.92975 -2.04436 0.7 -0.3 -0.4 0.573
O -2.21851 -0.37617 4.02137 0.1 0.0 0.0 -0.678
O 2.11833 0.37119 1.13466 -0.1 -0.4 0.1 -0.333
O -0.53893 0.08473 2.62658 2.3 0.2 -1.5 -0.749
N 3.51225 2.07649 1.52653 -0.1 -0.2 0.1 -0.381
N -1.94502 -0.54197 0.55563 -0.4 0.2 -0.2 -0.098
N -2.37537 -0.97862 1.83709 -0.3 0.0 0.2 -0.375
N -2.19703 2.73942 -4.24900 0.1 0.3 -0.2 -0.341
N -1.13094 3.58366 -2.38581 0.1 0.1 -0.2 -0.388
C 1.27480 -2.78394 -5.55299 0.1 -0.1 -0.1 -0.632
C 1.07894 2.45065 1.57475 -0.1 0.0 0.1 -0.676
C 0.97979 -1.97377 0.29177 0.5 0.8 -0.5 0.126
C -0.69336 -3.03630 -3.63033 0.0 0.1 0.0 -0.472
C 3.07975 1.93853 -2.52099 0.1 0.1 0.0 -0.723
C 2.63521 2.61449 -3.64590 0.1 0.1 0.0 -0.675
C -1.91963 2.63651 -2.93118 -0.1 0.3 0.1 0.515
C 2.26918 -2.83989 -1.60184 0.2 -0.1 0.1 -0.548
C 0.75611 1.13430 -3.78816 0.0 0.0 0.2 -0.580
C 0.19388 -1.96782 -3.56357 -0.3 0.1 0.0 0.410
C -1.68075 -0.37946 2.93454 -1.9 -0.7 0.0 0.625
C 1.68591 -2.85148 1.11431 -0.1 -0.2 0.3 -0.451
C 1.47244 2.20619 -4.28190 0.0 0.1 -0.1 -0.906
C 2.27099 1.56446 1.42619 0.4 0.6 0.0 0.445
C 1.29301 -1.99943 -1.07507 -0.4 0.2 0.2 0.784
C 2.36575 0.86079 -2.02576 -0.1 -0.1 0.0 -0.437
C 2.94336 -3.69879 -0.75641 0.1 0.0 -0.2 -0.616
C 1.17713 -1.84816 -4.54055 -0.1 0.1 0.0 -0.413
C 1.19991 0.45015 -2.65842 -0.1 0.0 0.0 0.675
C 0.06059 1.96239 0.54634 0.6 -0.4 -0.6 -0.277
C 0.39925 -3.85588 -5.60315 0.0 0.0 -0.1 -0.537
C -0.59284 -3.97413 -4.64291 0.0 -0.2 -0.1 -0.569
C 2.63594 -3.71708 0.59794 -0.2 0.0 0.2 -0.786
H -2.39730 0.34534 0.27860 0.3 -0.4 0.1 0.212
H -1.94120 3.56048 -4.77517 -0.1 -0.1 0.1 0.209
H -3.38394 -1.01686 1.97508 0.4 0.1 0.0 0.286
H 1.34224 3.51297 1.49758 0.1 -0.1 0.1 0.492
H 3.14884 -4.41258 1.24885 0.0 0.0 0.1 0.382
H 3.66894 3.02300 1.81999 -0.1 0.0 0.0 0.199
H -0.14375 0.80196 -4.28727 -0.1 0.0 -0.1 0.575
H 3.99421 2.24224 -2.03139 0.1 0.1 0.0 0.407
H -0.55934 4.16779 -2.97614 0.0 0.0 0.1 0.271
H 0.39221 2.29129 -0.44845 0.0 -0.1 0.0 -0.354
H -1.45532 -3.14486 -2.87019 -0.1 0.0 0.1 0.368
H -2.21242 -1.23195 -0.15263 0.4 0.1 0.3 0.346
H 2.50590 -2.82657 -2.65584 0.0 -0.1 -0.1 0.421
H 1.12827 2.71839 -5.16979 0.0 0.1 -0.1 0.471
H 1.88462 -1.03261 -4.50342 0.0 0.0 0.0 0.349
H 1.47274 -2.86652 2.17744 0.1 0.0 0.1 0.458
H 3.69596 -4.36728 -1.15469 0.0 0.0 0.0 0.412
H 0.65691 2.26976 2.56832 0.1 0.0 0.1 0.320
H 3.19646 3.45279 -4.03434 0.1 0.0 0.0 0.384
H -1.27730 -4.81064 -4.67631 -0.1 0.0 0.0 0.399
H 0.49251 -4.59493 -6.38673 0.0 0.0 0.0 0.386
H 2.05861 -2.68190 -6.29064 0.0 0.0 -0.1 0.389
H 2.71360 0.33102 -1.14966 0.1 -0.1 0.0 0.526
H -0.90542 2.42089 0.76013 -0.2 -0.3 -0.1 0.761
H 4.30371 1.45707 1.44022 -0.1 0.0 0.0 0.258
H -0.79781 3.39678 -1.45125 0.0 0.0 -0.1 0.185
H -2.94004 2.16094 -4.60282 0.1 0.0 0.0 0.206


[3]
21
Properties=species:S:1:pos:R:3:forces:R:3:mulliken_charge:R:1 method="wB97M-V/def2-TZVPD" total_charge=0 spin_multiplicity=3 homo_lumo_gap_ha="0.2054 / 0.2128" molar_mass_da=192.24 s2=2.027
S 0.49661 1.54323 -2.01536 -5.6 -2.3 -3.1 -0.058
O -0.32441 4.43343 2.49881 1.2 -0.5 -0.1 -0.426
O 1.87582 1.86366 -1.22178 4.6 0.6 3.0 -0.252
C -1.31793 -0.41157 -2.02721 0.2 0.4 -1.0 -0.525
C 1.61346 2.41890 -0.00883 -3.2 0.1 -0.8 -0.565
C 1.94149 3.69655 1.98024 3.0 -1.1 -0.4 -0.623
C -1.79332 -1.65074 -1.73480 -1.4 -1.7 1.7 -0.323
C -1.34719 -2.31008 -0.59858 2.8 2.3 -0.4 -0.566
C 0.13253 -0.47044 -0.02528 -0.6 0.9 -2.8 -0.442
C 2.44255 2.96838 0.81906 -0.1 0.2 1.5 0.031
C -0.31555 -1.72707 0.19347 -1.3 -1.2 0.5 -0.354
C 0.76586 4.05069 2.27785 -4.2 1.6 0.6 0.664
C -0.30048 0.14087 -1.25601 0.9 1.3 0.4 0.581
H 0.07117 -2.33587 0.99097 0.2 0.0 0.3 0.344
H 2.69321 3.78757 2.72079 0.3 0.5 1.0 0.296
H -1.58891 0.09722 -2.93687 -0.3 0.2 0.0 0.349
H 0.46059 2.53735 0.18502 2.1 -0.1 -0.3 0.291
H 0.90354 0.05654 0.45611 0.9 0.1 1.1 0.491
H -1.44091 -3.33493 -0.52902 -1.0 -2.0 0.6 0.385
H 3.46867 2.73757 0.89150 1.1 0.1 -0.6 0.371
H -2.63463 -2.20038 -2.14872 0.2 0.6 -1.1 0.331


[4]
14
Properties=species:S:1:pos:R:3:forces:R:3:mulliken_charge:R:1 method="wB97M-V/def2-TZVPD" de_lowest_kcal_mol=18.75 total_charge=0 homo_lumo_gap_ha=0.4107 molar_mass_da=101.10
O 0.32108 0.50305 2.37101 -0.4 -0.4 0.1 -0.572
O -2.69922 1.63602 -0.35328 -0.2 -0.3 0.1 -0.504
N -1.19563 0.34430 0.70281 -0.9 -0.3 0.7 -0.134
C -1.69122 0.97613 -0.42951 -0.5 1.0 -0.1 0.114
C 0.89845 -0.98836 -0.96026 -0.1 -1.1 0.2 -1.140
C 0.09399 0.24492 1.21556 0.6 0.9 -0.9 0.402
C 1.20102 -0.16405 0.29077 1.0 -0.4 -1.1 -0.212
H 1.76323 -1.55975 -1.34359 0.1 0.9 0.2 0.363
H 0.48572 -0.37998 -1.75407 -0.1 -0.2 -0.3 0.276
H 1.75085 -0.79862 0.95526 0.8 -0.2 0.4 0.301
H 0.25918 -1.84447 -0.72201 -0.6 0.4 0.0 0.329
H -1.86623 0.42962 1.47081 0.2 0.3 -0.3 0.278
H 1.88938 0.64740 -0.03516 -0.7 -0.1 0.8 0.224
H -1.21058 0.95379 -1.40834 0.8 -0.6 0.2 0.274


[5]
15
Properties=species:S:1:pos:R:3:forces:R:3:mulliken_charge:R:1 method="wB97M-V/def2-TZVPD" de_lowest_kcal_mol=19.80 total_charge=0 homo_lumo_gap_ha=0.3666 molar_mass_da=74.12
O -2.62449 -0.38103 -2.20843 0.4 0.3 -1.1 -0.639
C 0.81077 -0.57415 0.68355 -0.3 0.2 0.4 -0.056
C -0.12371 -1.71162 1.09496 0.1 0.7 0.0 -1.059
C 1.35975 1.85199 0.19839 0.6 -0.5 -0.2 -1.055
C 0.45161 0.71402 0.57480 -0.3 -0.2 0.2 -0.047
H -1.06890 -1.27371 1.45751 0.3 -0.3 -0.2 0.279
H -0.35053 -2.39672 0.26081 0.1 0.2 0.3 0.271
H -3.17958 -0.19558 -2.99946 0.6 -0.2 0.8 0.312
H -0.58974 1.02409 0.73310 0.2 -0.4 0.0 0.261
H 1.12544 2.16129 -0.83410 0.2 0.1 0.3 0.242
H 1.86613 -0.85559 0.57120 -0.3 0.2 -0.2 0.255
H -1.69877 -0.27387 -2.52437 -1.0 -0.1 0.3 0.324
H 1.29742 2.73715 0.85353 -0.2 -0.4 -0.2 0.302
H 2.39309 1.46709 0.22443 -0.2 0.4 -0.1 0.282
H 0.33155 -2.29330 1.91410 -0.2 0.2 -0.3 0.328


[6]
18
Properties=species:S:1:pos:R:3:forces:R:3:mulliken_charge:R:1 method="wB97M-V/def2-TZVPD" de_lowest_kcal_mol=126.54 total_charge=0 homo_lumo_gap_ha=0.3350 molar_mass_da=114.15
O 0.71017 -1.50508 -1.09890 4.1 2.9 3.4 -0.596
N -0.91909 1.08695 -0.30845 -0.9 -5.0 1.4 -0.386
N 0.10304 0.79808 0.62068 1.8 4.2 -1.5 -0.277
C 1.07422 1.70217 0.63632 -1.5 -3.1 2.0 -0.001
C -0.62815 -1.61526 -1.09315 -1.1 3.3 1.2 -0.079
C -1.39664 -0.28907 -0.76802 -3.0 -1.0 -0.2 -0.334
C 2.09920 1.35012 1.73854 0.6 -2.3 -1.1 -0.846
C -1.46450 -1.55709 0.20741 0.1 1.4 -3.1 -0.594
H -0.81975 -2.10654 -2.01944 -1.3 -0.7 -0.1 0.404
H -2.40874 -2.10311 0.11851 0.4 0.3 0.8 0.260
H 2.23158 2.15255 2.48343 0.5 -0.2 -0.7 0.372
H 1.01876 -0.73173 -0.36229 -1.3 -3.2 -2.8 0.391
H 1.14236 2.54900 -0.08124 0.0 -0.5 0.7 0.331
H -2.39011 -0.18953 -1.28753 1.2 0.1 0.3 0.352
H -0.66264 1.56024 -1.12327 1.1 1.2 -1.4 0.284
H 3.09142 1.05215 1.02036 -2.2 0.8 2.8 0.220
H -0.95042 -1.25677 1.09773 0.1 -0.9 0.6 0.311
H 1.67369 0.37389 2.43275 1.3 2.7 -2.5 0.188


[7]
15
Properties=species:S:1:pos:R:3:forces:R:3:mulliken_charge:R:1 method="wB97M-V/def2-TZVPD" de_lowest_kcal_mol=71.66 total_charge=0 spin_multiplicity=3 homo_lumo_gap_ha="0.1986 / 0.3152" molar_mass_da=100.12 s2=2.013
O -1.27456 -2.57962 1.01834 0.1 -2.0 -1.3 -0.473
O 0.41746 -1.65849 -0.20525 -0.9 0.6 1.5 -0.369
C -0.08497 0.73964 -0.27442 2.9 -1.0 -2.1 0.748
C -0.38083 -1.59977 0.91716 1.3 -4.4 -1.2 -0.164
C 0.98609 -0.35968 -0.44301 -0.4 0.4 2.1 -0.594
C -1.03472 0.36919 0.47932 -3.7 3.8 1.0 -0.644
C 0.20281 2.11139 -0.81995 -1.5 0.4 0.5 -1.215
H -1.82225 0.94358 0.97776 0.0 -0.4 -0.3 0.346
H 0.08502 -1.29032 1.79088 0.8 0.8 1.9 0.488
H -1.03396 -3.34853 0.38337 -0.5 1.5 1.2 0.318
H 0.95702 2.46009 -0.13282 0.6 0.7 -0.3 0.294
H 1.37068 -0.57447 -1.35648 1.1 0.6 -3.2 0.400
H 0.44889 2.18617 -1.88507 0.3 -0.3 0.4 0.323
H -0.71085 2.73100 -0.66610 0.7 -0.3 -0.1 0.328
H 1.87417 -0.13019 0.21628 -0.8 -0.4 -0.1 0.215


[8]
52
Properties=species:S:1:pos:R:3:forces:R:3:mulliken_charge:R:1 method="wB97M-V/def2-TZVPD" de_lowest_kcal_mol=46.91 total_charge=+1 homo_lumo_gap_ha=0.2184 molar_mass_da=358.48
F -4.74625 -1.19471 -3.90160 1.2 0.1 0.8 -0.322
N -0.37664 0.08371 0.65267 0.7 1.2 2.3 0.585
C -1.58537 0.68769 1.09122 -1.0 1.2 0.2 1.229
C -1.54347 -0.95389 -1.28983 0.1 0.1 -0.6 -0.836
C 2.86719 -0.87705 2.29370 0.1 -0.1 0.1 -0.188
C 3.40593 0.49588 2.68261 0.0 0.0 0.1 -0.912
C 1.33535 -0.83510 2.14904 0.9 -0.7 -0.7 -1.070
C -3.91466 1.05530 0.56921 -0.1 0.4 0.9 -0.622
C 1.13803 -0.05764 -2.13115 0.5 -0.2 0.0 -0.300
C -2.64438 2.78143 1.69332 -0.1 -0.5 0.3 -0.654
C -3.06691 0.12467 -2.83567 0.3 -0.2 0.2 -1.242
C -1.55619 1.90770 1.78783 -0.2 0.4 -0.3 -0.700
C -3.65271 -1.12174 -3.06874 -0.8 0.1 -0.4 0.399
C -2.02186 0.20999 -1.90615 -0.3 -0.4 -0.4 0.347
C 1.96569 -1.84879 -0.72973 -0.2 0.2 0.3 -0.385
C -0.37646 -0.96485 -0.30401 -0.2 -2.8 -1.2 0.510
C 0.78436 0.30542 1.37414 -0.5 -0.2 -0.4 -0.026
C 0.94391 -0.96128 -1.07385 0.1 0.1 -0.4 0.325
C -3.19283 -2.29321 -2.48176 0.2 0.3 -0.2 -0.929
C -2.85793 0.16614 0.75751 0.3 0.0 -0.3 -0.436
C 3.41485 -0.83964 -2.36820 0.0 0.0 0.4 -0.601
C 3.24802 -1.63561 -1.23206 0.1 -0.3 -0.6 -0.638
C -2.07738 -2.19450 -1.65175 -0.1 0.1 0.3 0.038
C 2.33675 -0.10037 -2.85150 -0.3 0.2 0.2 -0.747
C -3.80836 2.37008 1.03968 0.2 0.0 -0.4 -0.634
C 1.47145 1.63002 1.39150 0.1 0.7 0.4 -0.687
C 3.00349 1.58132 1.68155 0.1 -0.4 -0.2 -0.682
H 4.38212 -0.80255 -2.86820 -0.2 0.1 0.2 0.431
H -3.01979 -0.90667 0.62482 0.2 0.5 -0.5 0.632
H 3.30751 -1.21771 1.34604 -0.1 0.2 0.3 -0.075
H 3.33051 2.55745 2.06894 -0.2 -0.2 -0.3 0.351
H -2.56659 3.77926 2.12762 -0.1 -0.4 0.0 0.417
H 2.43077 0.46645 -3.77530 0.0 0.0 0.3 0.429
H -1.61021 1.18825 -1.63842 -0.2 -0.3 -0.2 0.482
H -3.66664 -3.25410 -2.68993 0.2 0.4 0.0 0.458
H 1.73515 -2.69853 -0.06844 0.4 0.6 0.0 0.497
H 3.12327 -1.62713 3.05956 -0.1 0.3 -0.3 0.416
H 3.02876 0.74938 3.68641 0.1 0.0 -0.2 0.341
H 4.10915 -2.11465 -0.76774 -0.2 -0.3 -0.4 0.506
H 1.04017 2.29483 2.15511 0.1 -0.3 -0.1 0.482
H 1.29068 2.16920 0.44108 -0.2 -0.4 0.4 0.256
H 4.49936 0.45284 2.75245 -0.2 0.1 0.0 0.406
H -3.41415 1.01187 -3.36243 -0.1 -0.3 0.2 0.436
H -4.82324 0.73382 0.05238 0.2 -0.1 0.5 0.446
H 0.35394 0.64370 -2.42381 0.3 -0.4 0.0 0.396
H 3.51583 1.40846 0.71999 -0.1 0.1 0.3 0.313
H 0.92445 -0.74341 3.17693 -0.3 0.4 -0.4 0.567
H -1.62751 -3.11031 -1.25639 -0.3 0.3 0.0 0.380
H -4.64309 3.05754 0.91687 0.2 -0.1 0.0 0.399
H 0.97542 -1.79568 1.75517 -0.1 0.4 0.3 0.219
H -0.70227 2.17147 2.41340 -0.4 0.2 -0.6 0.390
H -0.46727 -1.93473 0.21595 0.1 0.1 -0.2 0.605